{"formula": "C5H10O2", "method": "ωB97M-V/def2-TZVPD", "total_energy_ha": -346.97349, "lumo_ev": 0.81, "orbital_gap_ev": 10.88, "relative_energy_kj_mol": 136.4, "smiles": "CC[C@@H](O)CC=O", "total_charge": 0, "spin_multiplicity": 1, "e_homo_ha": -0.3699, "symbols": ["C", "C", "C", "O", "C", "C", "O", "H", "H", "H", "H", "H", "H", "H", "H", "H", "H"], "positions_angstrom": [[0.57, 2.25, -0.71], [0.31, 0.77, -0.94], [0.34, -0.06, 0.34], [-0.59, 0.52, 1.23], [0.01, -1.55, 0.02], [-1.13, -2.13, 0.81], [-1.23, -2.03, 2.02], [0.48, 2.81, -1.65], [-0.15, 2.66, 0.01], [1.58, 2.42, -0.31], [-0.68, 0.64, -1.40], [1.04, 0.35, -1.64], [1.35, 0.00, 0.78], [-0.67, -0.06, 2.00], [0.88, -2.19, 0.24], [-0.21, -1.69, -1.05], [-1.89, -2.70, 0.24]], "lowdin_charge": [-0.1015, -0.2258, -0.3944, -0.0372, -0.0923, -0.2354, 0.0427, 0.0715, 0.0725, 0.0761, 0.1191, 0.1168, 0.1451, 0.0788, 0.1296, 0.1095, 0.1249]}

{"formula": "C5H10O2", "method": "ωB97M-V/def2-TZVPD", "total_energy_ha": -346.95360, "lumo_ev": 0.88, "orbital_gap_ev": 10.52, "relative_energy_kj_mol": 188.6, "smiles": "C[C@@H]1[C@H](O)C[C@@H]1O", "total_charge": 0, "spin_multiplicity": 1, "e_homo_ha": -0.3544, "symbols": ["C", "C", "C", "O", "C", "C", "O", "H", "H", "H", "H", "H", "H", "H", "H", "H", "H"], "positions_angstrom": [[0.76, 1.59, -0.06], [0.79, 0.09, -0.32], [-0.45, -0.51, -1.06], [-1.49, 0.38, -1.35], [-0.79, -1.34, 0.19], [0.44, -0.77, 0.92], [0.19, -0.04, 2.10], [0.68, 2.18, -0.98], [1.67, 1.90, 0.45], [-0.08, 1.84, 0.60], [1.73, -0.19, -0.80], [-0.19, -1.12, -1.94], [-1.15, 1.06, -1.94], [-0.80, -2.43, 0.08], [-1.75, -1.00, 0.60], [1.19, -1.55, 1.16], [-0.74, -0.10, 2.34]], "lowdin_charge": [-0.0607, -0.2431, -0.3431, -0.0221, -0.0563, -0.3258, -0.0256, 0.0772, 0.0848, 0.0800, 0.1361, 0.1422, 0.0938, 0.1132, 0.1230, 0.1417, 0.0847]}

{"formula": "C5H10O2", "method": "ωB97M-V/def2-TZVPD", "total_energy_ha": -346.93066, "lumo_ev": 1.03, "orbital_gap_ev": 10.76, "relative_energy_kj_mol": 248.8, "smiles": "CO[C@H]1CO[C@H]1C", "total_charge": 0, "spin_multiplicity": 1, "e_homo_ha": -0.3578, "symbols": ["C", "O", "C", "C", "O", "C", "C", "H", "H", "H", "H", "H", "H", "H", "H", "H", "H"], "positions_angstrom": [[-0.30, 1.13, 2.05], [0.00, 0.06, 1.19], [-0.51, 0.30, -0.09], [0.37, 1.19, -0.98], [0.84, 0.05, -1.72], [-0.16, -0.80, -1.11], [0.36, -2.15, -0.64], [0.12, 2.08, 1.67], [-1.39, 1.26, 2.15], [0.13, 0.92, 3.03], [-1.58, 0.56, -0.02], [1.17, 1.72, -0.47], [-0.19, 1.88, -1.62], [-1.01, -0.93, -1.80], [-0.06, -2.40, 0.34], [0.10, -2.94, -1.34], [1.45, -2.10, -0.55]], "lowdin_charge": [-0.1002, -0.1421, -0.2875, -0.1196, -0.0781, -0.3109, -0.0211, 0.0894, 0.0919, 0.0925, 0.1493, 0.1240, 0.1217, 0.1449, 0.0809, 0.0764, 0.0883]}

{"formula": "C5H10O2", "method": "ωB97M-V/def2-TZVPD", "total_energy_ha": -346.85237, "lumo_ev": 0.87, "orbital_gap_ev": 8.64, "relative_energy_kj_mol": 454.4, "smiles": "COC[C@H]1C[C@H]1O", "total_charge": 0, "spin_multiplicity": 1, "e_homo_ha": -0.2854, "symbols": ["C", "O", "C", "C", "C", "C", "O", "H", "H", "H", "H", "H", "H", "H", "H", "H", "H"], "positions_angstrom": [[-0.32, -0.02, -2.43], [-0.17, 0.28, -1.06], [0.49, -0.76, -0.34], [0.49, -0.48, 1.15], [0.73, 0.90, 1.60], [-0.77, -0.03, 1.83], [-1.83, 0.36, 1.06], [0.65, -0.14, -2.92], [-0.86, 0.81, -2.89], [-0.90, -0.95, -2.57], [0.00, -1.72, -0.55], [1.53, -0.83, -0.69], [1.04, -1.26, 1.66], [1.43, 1.04, 2.43], [0.57, 1.74, 0.95], [-0.48, 0.68, 2.65], [-1.54, 0.43, 0.13]], "lowdin_charge": [-0.0900, -0.2249, -0.1822, -0.2963, -0.0529, -0.2115, -0.0227, 0.0932, 0.0943, 0.0947, 0.1331, 0.1341, 0.1402, 0.0984, 0.0999, 0.1186, 0.0741]}

{"formula": "C5H10O2", "method": "ωB97M-V/def2-TZVPD", "total_energy_ha": -346.96413, "lumo_ev": 0.96, "orbital_gap_ev": 10.70, "relative_energy_kj_mol": 161.0, "smiles": "CCO[C@@H](C)C=O", "total_charge": 0, "spin_multiplicity": 1, "e_homo_ha": -0.3580, "symbols": ["C", "C", "O", "C", "C", "C", "O", "H", "H", "H", "H", "H", "H", "H", "H", "H", "H"], "positions_angstrom": [[-1.30, 2.16, -0.76], [-0.06, 1.31, -0.52], [-0.50, 0.04, -0.09], [0.53, -0.92, 0.10], [0.93, -1.07, 1.56], [0.01, -2.23, -0.47], [0.56, -3.29, -0.32], [-1.84, 2.33, 0.17], [-1.03, 3.13, -1.19], [-1.97, 1.65, -1.46], [0.51, 1.21, -1.46], [0.60, 1.78, 0.22], [1.41, -0.65, -0.50], [1.60, -1.93, 1.68], [1.44, -0.17, 1.92], [0.04, -1.22, 2.18], [-0.93, -2.12, -1.06]], "lowdin_charge": [-0.0741, -0.2781, -0.1424, -0.3756, -0.0236, -0.1921, 0.0630, 0.0781, 0.0771, 0.0787, 0.1215, 0.1222, 0.1551, 0.0845, 0.0799, 0.0917, 0.1342]}

{"formula": "C5H10O2", "method": "ωB97M-V/def2-TZVPD", "total_energy_ha": -346.94088, "lumo_ev": 0.93, "orbital_gap_ev": 10.99, "relative_energy_kj_mol": 222.0, "smiles": "C[C@@]1(CCO)CO1", "total_charge": 0, "spin_multiplicity": 1, "e_homo_ha": -0.3696, "symbols": ["C", "C", "C", "C", "O", "C", "O", "H", "H", "H", "H", "H", "H", "H", "H", "H", "H"], "positions_angstrom": [[-1.43, -1.42, 0.32], [-0.58, -0.22, -0.08], [0.88, -0.29, -0.56], [1.95, 0.30, 0.40], [1.93, 1.71, 0.47], [-1.40, 0.91, -0.56], [-0.79, 0.96, 0.72], [-1.60, -2.09, -0.53], [-1.05, -2.02, 1.15], [-2.42, -1.05, 0.63], [0.98, 0.30, -1.48], [1.17, -1.32, -0.81], [2.93, 0.05, -0.01], [1.89, -0.16, 1.40], [1.05, 1.95, 0.78], [-2.48, 0.83, -0.51], [-1.02, 1.57, -1.34]], "lowdin_charge": [-0.0101, -0.4534, -0.0901, -0.2599, -0.0704, -0.0992, -0.0494, 0.0887, 0.0816, 0.0817, 0.1180, 0.1173, 0.1164, 0.1214, 0.0717, 0.1143, 0.1213]}

{"formula": "C5H10O2", "method": "ωB97M-V/def2-TZVPD", "total_energy_ha": -346.96865, "lumo_ev": 1.01, "orbital_gap_ev": 10.82, "relative_energy_kj_mol": 149.1, "smiles": "OC[C@H]1CCCO1", "total_charge": 0, "spin_multiplicity": 1, "e_homo_ha": -0.3606, "symbols": ["O", "C", "C", "C", "C", "C", "O", "H", "H", "H", "H", "H", "H", "H", "H", "H", "H"], "positions_angstrom": [[-2.33, 0.72, 1.41], [-0.93, 0.50, 1.44], [-0.40, 0.74, 0.02], [1.11, 0.76, -0.31], [1.37, -0.59, -1.02], [0.09, -1.34, -0.66], [-0.92, -0.35, -0.75], [-2.65, 0.24, 0.63], [-0.72, -0.53, 1.76], [-0.52, 1.18, 2.19], [-0.89, 1.66, -0.32], [1.77, 0.90, 0.55], [1.31, 1.59, -1.00], [2.28, -1.10, -0.68], [1.44, -0.47, -2.10], [0.18, -1.70, 0.38], [-0.18, -2.18, -1.30]], "lowdin_charge": [-0.0597, -0.2121, -0.3063, -0.1072, -0.1501, -0.2067, -0.1191, 0.0876, 0.1145, 0.1271, 0.1496, 0.1126, 0.1087, 0.1104, 0.1107, 0.1138, 0.1262]}

{"formula": "C5H10O2", "method": "ωB97M-V/def2-TZVPD", "total_energy_ha": -346.81945, "lumo_ev": [-0.39, -0.39], "orbital_gap_ev": [8.49, 8.49], "relative_energy_kj_mol": 540.8, "total_charge": 0, "spin_multiplicity": 1, "e_homo_ha": [-0.3262, -0.3262], "symbols": ["C", "C", "C", "O", "C", "C", "O", "H", "H", "H", "H", "H", "H", "H", "H", "H", "H"], "positions_angstrom": [[1.73, 0.71, -0.70], [1.35, -0.46, 0.16], [0.80, -0.33, 1.42], [-1.05, -1.02, 1.13], [-1.23, -0.73, -0.20], [-1.90, 0.60, -0.50], [-0.37, -1.21, -0.99], [1.53, 0.51, -1.76], [2.80, 0.91, -0.59], [1.19, 1.62, -0.41], [1.81, -1.41, -0.10], [0.57, 0.66, 1.81], [0.94, -1.11, 2.16], [-2.04, -1.54, 0.27], [-1.16, 1.39, -0.32], [-2.21, 0.64, -1.54], [-2.76, 0.77, 0.16]], "lowdin_charge": [-0.0872, -0.1805, -0.0157, -0.0453, -0.7307, 0.0052, 0.0202, 0.0802, 0.0821, 0.0727, 0.1191, 0.0918, 0.0890, 0.2512, 0.0777, 0.0872, 0.0831]}

{"formula": "C5H10O2", "method": "ωB97M-V/def2-TZVPD", "total_energy_ha": -346.86457, "lumo_ev": [0.72, 0.62], "orbital_gap_ev": [8.07, 7.80], "relative_energy_kj_mol": 422.3, "total_charge": 0, "spin_multiplicity": 1, "e_homo_ha": [-0.2704, -0.2638], "symbols": ["O", "C", "C", "C", "C", "C", "O", "H", "H", "H", "H", "H", "H", "H", "H", "H", "H"], "positions_angstrom": [[2.95, -0.04, -1.72], [2.54, -0.25, -0.36], [1.07, -0.27, -0.16], [-2.03, -0.79, 1.02], [-1.80, 0.27, -0.07], [-0.72, 1.22, 0.24], [0.53, 0.88, 0.18], [2.51, 0.77, -2.02], [2.97, 0.52, 0.29], [2.97, -1.21, -0.09], [0.42, -1.06, -0.52], [-2.38, -0.31, 1.94], [-2.78, -1.52, 0.72], [-2.73, 0.84, -0.23], [-1.58, -0.24, -1.03], [-1.11, -1.33, 1.26], [-0.86, 2.24, 0.60]], "lowdin_charge": [-0.0730, -0.2516, -0.1273, -0.1013, -0.2416, -0.1563, -0.0200, 0.0801, 0.1192, 0.1147, 0.1092, 0.0748, 0.0729, 0.1086, 0.1112, 0.0642, 0.1162]}

{"formula": "C5H10O2", "method": "ωB97M-V/def2-TZVPD", "total_energy_ha": -346.86668, "lumo_ev": 0.65, "orbital_gap_ev": 10.37, "relative_energy_kj_mol": 416.8, "total_charge": 0, "spin_multiplicity": 1, "e_homo_ha": -0.3573, "symbols": ["C", "C", "C", "C", "C", "O", "O", "H", "H", "H", "H", "H", "H", "H", "H", "H", "H"], "positions_angstrom": [[0.01, 0.22, 1.26], [0.36, 0.03, -0.22], [-0.91, -0.41, 0.30], [1.31, -1.04, -0.62], [0.62, 1.36, -0.84], [-2.38, 0.75, -0.21], [-1.39, -1.70, 0.17], [0.41, -0.47, 1.93], [-0.06, 1.20, 1.58], [1.26, -1.39, -1.68], [1.18, -1.92, 0.07], [2.35, -0.62, -0.47], [1.09, 1.25, -1.78], [1.27, 1.85, -0.22], [-0.41, 1.87, -0.81], [-2.77, 0.92, 0.61], [-1.91, -1.90, 0.93]], "lowdin_charge": [0.0207, -0.4831, -0.2649, -0.0332, -0.0181, -0.1328, 0.0939, 0.1049, 0.0985, 0.1027, 0.0997, 0.1021, 0.0732, 0.0568, 0.1197, -0.0410, 0.1009]}

no.,molecular weight (g mol⁻¹)
1,102.1
2,102.1
3,102.1
4,102.1
5,102.1
6,102.1
7,102.1
8,102.1
9,102.1
10,102.1